1.
The following is a quantum chemistry calculation of a single C21H31ClN2O3 molecule, from the OMol25 dataset.

Atoms and positions in Å:
C  -4.592  -2.924  -2.162
C  -5.225  -2.732  -0.791
O  -4.399  -1.947  0.065
C  -4.486  -0.605  -0.105
O  -5.230  -0.074  -0.897
N  -3.681  0.070  0.746
C  -2.708  -0.542  1.617
C  -1.283  -0.224  1.151
C  -1.079  1.292  1.098
N  0.235  1.724  0.614
C  0.581  3.041  1.119
C  1.741  3.621  0.319
C  2.949  2.695  0.387
C  2.569  1.259  0.003
C  2.198  1.179  -1.491
O  3.153  1.745  -2.352
C  3.776  0.338  0.321
C  3.556  -1.105  -0.027
C  3.936  -1.619  -1.262
C  3.694  -2.942  -1.586
C  3.067  -3.784  -0.685
C  2.704  -3.279  0.552
Cl  1.929  -4.313  1.705
C  2.948  -1.959  0.887
C  1.346  0.818  0.822
C  -2.148  1.875  0.160
C  -3.552  1.504  0.632
H  -3.603  -3.365  -2.063
H  -4.505  -1.963  -2.663
H  -5.216  -3.580  -2.763
H  -6.199  -2.243  -0.892
H  -5.339  -3.686  -0.272
H  -2.870  -1.619  1.630
H  -2.858  -0.149  2.630
H  -0.588  -0.690  1.850
H  -1.129  -0.651  0.159
H  -1.249  1.682  2.120
H  -0.285  3.697  1.029
H  0.860  2.991  2.189
H  1.433  3.750  -0.718
H  2.004  4.601  0.720
H  3.729  3.060  -0.284
H  3.347  2.696  1.405
H  1.277  1.739  -1.654
H  2.008  0.130  -1.757
H  3.975  1.250  -2.266
H  4.650  0.716  -0.215
H  3.988  0.419  1.389
H  4.437  -0.985  -1.980
H  3.995  -3.323  -2.551
H  2.871  -4.815  -0.932
H  2.669  -1.598  1.865
H  1.063  -0.178  0.487
H  1.632  0.766  1.890
H  -2.063  2.959  0.107
H  -1.979  1.475  -0.841
H  -4.306  1.852  -0.075
H  -3.747  1.952  1.614

## Properties
Max |F| in eV/A: 0.59
Gap between HOMO and LUMO in eV: 9.2
Energy in hartree: -1614.2718
Highest occupied orbital energy in eV: -8.621
Molecular weight in g/mol: 394.9

***

2.
The following is a quantum chemistry calculation of a molecular structure, C35H45BiGeINO5PS at a distorted geometry, from the OMol25 dataset.

Atoms and positions in Å:
Bi  -0.844  -0.629  -0.256
O  -1.262  -2.848  -1.505
C  -0.264  -2.521  -2.153
O  0.080  -1.283  -2.236
C  0.837  -3.482  -2.386
C  1.269  -4.150  -3.509
C  2.435  -4.901  -3.428
C  3.127  -4.992  -2.231
C  2.696  -4.306  -1.105
C  1.537  -3.541  -1.171
P  1.002  -2.452  0.218
C  0.443  -3.480  1.610
C  0.449  -4.870  1.559
C  -0.171  -5.596  2.564
C  -0.806  -4.945  3.611
C  -0.785  -3.560  3.681
C  -0.173  -2.830  2.680
C  2.564  -1.613  0.579
C  3.047  -0.786  -0.433
C  4.251  -0.130  -0.261
C  4.971  -0.296  0.913
C  4.482  -1.113  1.918
C  3.270  -1.765  1.762
H  0.722  -4.071  -4.436
H  2.811  -5.405  -4.306
H  4.032  -5.577  -2.179
H  3.260  -4.349  -0.182
H  0.934  -5.375  0.737
H  -0.182  -6.674  2.514
H  -1.322  -5.515  4.369
H  -1.272  -3.043  4.496
H  -0.167  -1.753  2.723
H  2.479  -0.683  -1.352
H  4.627  0.510  -1.044
H  5.913  0.216  1.039
H  5.050  -1.242  2.827
H  2.872  -2.391  2.547
I  -0.492  0.231  -6.105
C  -1.637  0.332  -4.285
H  -0.951  0.071  -3.487
H  -2.376  -0.458  -4.361
C  -4.636  4.752  -1.397
C  -5.070  3.852  -2.551
C  -4.835  2.373  -2.259
C  -3.358  1.998  -2.205
Ge  -2.519  2.099  -4.022
C  -1.259  3.575  -4.506
C  -0.019  3.789  -3.644
C  -0.307  4.455  -2.300
C  0.981  4.842  -1.582
H  -5.048  5.752  -1.509
H  -3.552  4.840  -1.345
H  -4.986  4.350  -0.449
H  -4.527  4.141  -3.458
H  -6.135  3.998  -2.744
H  -5.315  1.780  -3.041
H  -5.315  2.123  -1.309
H  -3.263  0.963  -1.857
H  -2.836  2.623  -1.482
H  -3.655  2.133  -5.030
H  -1.834  4.499  -4.561
H  -0.945  3.351  -5.527
H  0.665  4.440  -4.195
H  0.507  2.839  -3.491
H  -0.906  3.796  -1.663
H  -0.897  5.357  -2.482
H  1.576  3.967  -1.325
H  0.768  5.394  -0.671
H  1.574  5.483  -2.230
C  0.153  -1.218  7.441
C  0.273  -0.466  6.154
C  -0.796  0.249  5.621
C  -0.687  0.891  4.396
C  0.520  0.850  3.728
C  1.606  0.169  4.245
C  1.481  -0.480  5.457
S  0.633  1.299  2.024
O  1.936  1.732  1.618
O  -0.473  2.105  1.535
O  0.391  -0.134  1.465
H  -0.874  -1.248  7.790
H  0.766  -0.745  8.206
H  0.516  -2.237  7.323
H  -1.726  0.298  6.166
H  -1.522  1.421  3.964
H  2.523  0.149  3.677
H  2.325  -1.010  5.868
N  0.284  1.287  -0.925
H  0.115  1.629  -1.873
H  1.289  1.193  -0.769
H  -0.049  1.963  -0.213

## Properties
Max |F| in eV/A: 1.75
Gap between HOMO and LUMO in eV: 8.0
Total charge: +1
Energy in hartree: -5120.2342
Highest occupied orbital energy in eV: -11.060
Molecular weight in g/mol: 1031.3

***

3.
The following is a quantum chemistry calculation of a molecular structure, C16H20HgN5OS2Si, from the OMol25 dataset.

Atoms and positions in Å:
Hg  -0.244  0.034  0.461
C  1.565  -3.121  -2.503
C  1.372  -1.923  -1.603
N  0.150  -1.455  -1.339
N  -0.897  -2.164  -1.847
C  -2.090  -1.695  -1.685
N  -3.115  -2.506  -2.213
S  -2.622  -0.228  -0.932
C  2.508  -1.290  -1.047
C  3.837  -1.747  -1.302
C  4.911  -1.113  -0.744
C  4.698  0.003  0.099
C  3.381  0.377  0.321
N  2.323  -0.209  -0.207
H  0.592  -3.435  -2.866
H  2.027  -3.955  -1.965
H  2.206  -2.875  -3.356
H  -2.856  -3.484  -2.208
H  -3.986  -2.330  -1.738
H  3.982  -2.609  -1.942
H  5.919  -1.467  -0.936
H  5.520  0.528  0.568
H  3.162  1.216  0.984
O  -0.878  -3.814  3.263
S  -0.605  -3.049  2.013
N  -0.561  -1.577  2.084
C  0.434  3.913  0.936
Si  -0.159  2.247  1.699
C  0.878  2.216  3.319
C  -1.933  2.569  2.346
C  -2.668  3.720  2.060
C  -4.002  3.844  2.432
C  -4.634  2.807  3.100
C  -3.921  1.651  3.397
C  -2.592  1.535  3.021
H  0.393  4.728  1.666
H  -0.154  4.203  0.060
H  1.471  3.803  0.608
H  0.733  3.127  3.909
H  1.945  2.124  3.091
H  0.603  1.359  3.938
H  -2.187  4.541  1.536
H  -4.553  4.746  2.186
H  -5.681  2.890  3.372
H  -4.417  0.827  3.897
H  -2.062  0.609  3.226

## Properties
Max |F| in eV/A: 0.91
Gap between HOMO and LUMO (alpha / beta) in eV: 4.2 / 6.3
<S²>: 0.7774
Total charge: -2
Energy in hartree: -2210.0215
Highest occupied orbital energy (alpha / beta) in eV: 0.762 / -1.326
2S+1: 2
Molecular weight in g/mol: 591.2

***

4.
The following is a quantum chemistry calculation of a molecular structure, C37H51BrCuN2P2S at a distorted geometry, from the OMol25 dataset.

Atoms and positions in Å:
N  2.951  -6.447  5.737
C  1.627  -6.228  5.779
C  1.035  -5.209  5.029
C  1.822  -4.352  4.196
C  3.174  -4.747  4.074
C  3.714  -5.726  4.917
C  1.262  -3.189  3.500
Cu  0.352  -0.728  1.051
P  0.293  0.495  -5.236
C  1.879  -2.592  2.432
C  1.319  -2.468  1.096
C  2.184  -2.736  -0.027
C  1.679  -3.271  -1.203
C  0.286  -3.298  -1.421
C  -0.578  -2.975  -0.379
C  -0.099  -2.662  0.905
Br  -0.439  -3.625  -3.028
H  0.320  -2.818  3.927
H  2.947  -2.413  2.440
H  -0.045  -5.145  5.063
H  3.834  -4.322  3.336
H  1.049  -6.895  6.439
H  4.785  -5.960  4.936
H  3.280  -2.681  0.074
H  -0.712  -2.872  1.778
H  2.318  -3.783  -1.931
H  -1.658  -3.028  -0.509
P  1.701  1.096  0.570
C  -0.841  -0.792  -4.618
C  -1.177  -1.848  -5.687
H  -1.758  -0.360  -4.187
H  -0.239  -1.208  -3.795
H  -1.961  -2.532  -5.332
H  -1.530  -1.386  -6.618
H  -0.275  -2.424  -5.922
C  1.967  0.005  -4.639
C  3.044  0.300  -5.702
H  1.950  -1.080  -4.429
H  2.196  0.529  -3.692
H  3.976  -0.227  -5.473
H  2.717  -0.022  -6.696
H  3.253  1.372  -5.757
C  -0.244  1.974  -4.290
C  -1.210  2.837  -5.110
H  0.668  2.531  -4.052
H  -0.696  1.642  -3.350
H  -1.314  3.829  -4.649
H  -0.843  2.982  -6.135
H  -2.202  2.372  -5.186
C  1.060  2.811  0.251
C  1.920  3.929  0.832
H  0.024  2.854  0.622
H  1.006  2.908  -0.841
H  1.792  4.016  1.915
H  2.982  3.789  0.603
H  1.620  4.883  0.393
C  2.508  0.774  -1.047
C  3.867  0.100  -1.013
H  2.588  1.752  -1.541
H  1.778  0.165  -1.601
H  4.531  0.537  -0.251
H  3.776  -0.981  -0.842
H  4.339  0.230  -1.997
C  2.958  1.354  1.892
C  2.324  1.568  3.275
H  3.568  2.223  1.612
H  3.653  0.497  1.906
H  3.077  1.402  4.057
H  1.954  2.594  3.391
H  1.504  0.857  3.443
N  -1.119  0.736  1.262
S  -2.532  1.014  0.559
C  -3.873  0.572  1.712
C  -5.207  0.597  1.265
C  -6.238  0.164  2.112
C  -5.947  -0.229  3.414
C  -4.629  -0.194  3.885
C  -3.587  0.178  3.016
C  -2.922  2.765  0.451
C  -2.986  3.621  1.554
C  -3.436  4.946  1.407
C  -3.844  5.424  0.158
C  -3.768  4.579  -0.948
C  -3.289  3.268  -0.809
H  -1.077  1.347  2.086
H  -5.416  0.941  0.253
H  -7.264  0.143  1.729
H  -6.750  -0.553  4.071
H  -4.405  -0.458  4.916
H  -2.551  0.153  3.353
H  -2.703  3.254  2.541
H  -3.499  5.610  2.277
H  -4.239  6.439  0.044
H  -4.098  4.920  -1.934
H  -3.214  2.592  -1.661

## Properties
Max |F| in eV/A: 3.17
Gap between HOMO and LUMO (alpha / beta) in eV: 6.9 / 3.3
<S²>: 0.7517
Total charge: +2
Energy in hartree: -6844.6871
Highest occupied orbital energy (alpha / beta) in eV: -12.139 / -12.135
2S+1: 2
Molecular weight in g/mol: 761.3

***

5.
The following is a quantum chemistry calculation of a gas-phase ion, C7H12O3P (charge -1) at a distorted geometry, from the OMol25 dataset.

Atoms and positions in Å:
C  -2.145  -2.187  -0.416
C  -1.356  -0.989  -0.028
C  -0.114  -0.691  -0.362
C  0.937  -1.637  -0.738
P  0.466  1.138  -0.228
C  0.368  2.232  1.246
C  2.428  0.892  -0.047
O  0.369  1.825  -1.517
O  -1.624  1.326  0.045
C  -2.208  0.236  0.286
O  -3.279  0.196  0.855
H  -2.844  -1.591  -0.935
H  -1.640  -3.012  -0.941
H  -2.540  -2.623  0.574
H  1.193  -1.725  -1.808
H  0.749  -2.560  -0.237
H  1.846  -1.227  -0.232
H  1.347  2.866  1.289
H  -0.356  2.887  0.934
H  -0.109  1.842  2.188
H  2.715  1.939  0.076
H  2.812  0.393  0.851
H  2.984  0.472  -0.855

## Properties
Max |F| in eV/A: 3.28
Gap between HOMO and LUMO in eV: 8.5
Total charge: -1
Energy in hartree: -841.0342
Highest occupied orbital energy in eV: -4.917
Molecular weight in g/mol: 175.1

***

6.
The following is a quantum chemistry calculation of 2 unconnected molecules or ions with the total composition C3H6N2O at a distorted geometry, from the OMol25 dataset.

Atoms and positions in Å:
C  -1.278  -0.841  0.964
C  -2.561  -0.348  0.508
N  -2.284  0.734  -0.244
C  -0.934  0.924  -0.166
N  -0.325  -0.077  0.484
H  -1.080  -1.797  1.413
H  -3.476  -0.934  0.440
H  -2.946  1.107  -0.913
H  -0.423  1.857  -0.356
H  5.021  -1.130  -0.862
H  5.991  -0.036  -0.400
O  5.501  -0.345  -1.167

## Properties
Max |F| in eV/A: 1.21
Gap between HOMO and LUMO (alpha / beta) in eV: 8.6 / 4.9
<S²>: 0.7631
Total charge: +1
Energy in hartree: -302.3269
Highest occupied orbital energy (alpha / beta) in eV: -13.414 / -13.414
2S+1: 2
Molecular weight in g/mol: 86.1

***

7.
The following is a quantum chemistry calculation of a molecular structure, C29H29FN5O7SmTe at a distorted geometry, from the OMol25 dataset.

Atoms and positions in Å:
Sm  -0.518  3.431  0.132
O  -2.332  8.837  1.088
C  -1.189  9.029  0.407
O  -0.894  10.142  -0.084
C  -0.466  7.869  -0.080
C  0.913  7.636  -0.326
N  1.097  6.334  -0.644
N  -0.063  5.631  -0.512
C  -1.019  6.487  -0.205
C  -2.305  5.829  0.283
O  -3.330  6.521  0.315
O  -2.195  4.611  0.852
H  -2.733  8.021  0.787
H  1.732  8.403  -0.219
H  2.000  5.839  -0.919
C  5.960  -1.462  -0.411
C  5.233  -0.997  0.827
N  3.864  -0.565  0.636
C  3.701  0.777  0.316
C  2.505  1.502  0.362
C  2.656  2.942  -0.012
O  3.811  3.293  -0.263
O  1.709  3.815  -0.039
C  1.305  0.814  0.602
O  0.128  1.385  0.780
C  1.435  -0.658  0.713
C  0.345  -1.509  0.633
C  0.510  -2.907  0.666
F  -0.695  -3.608  0.513
C  1.742  -3.633  0.594
C  2.869  -2.745  0.703
C  2.751  -1.335  0.733
N  1.909  -4.996  0.444
C  0.888  -5.980  0.036
C  1.337  -7.422  0.279
N  2.579  -7.625  -0.490
C  3.679  -6.817  0.092
C  3.320  -5.342  0.278
H  5.704  -2.550  -0.670
H  7.061  -1.446  -0.345
H  5.686  -0.828  -1.289
H  5.755  -0.023  1.083
H  5.296  -1.712  1.688
H  4.613  1.348  0.137
H  -0.674  -1.033  0.677
H  3.900  -3.066  0.627
H  0.619  -5.826  -1.067
H  0.036  -5.648  0.619
H  0.578  -8.116  0.002
H  1.569  -7.694  1.321
H  2.428  -7.382  -1.498
H  2.829  -8.650  -0.517
H  4.580  -6.762  -0.549
H  4.003  -7.272  1.053
H  3.752  -4.776  -0.658
H  4.006  -5.073  1.125
C  -5.117  2.747  -0.272
Te  -3.259  2.059  -1.527
C  -4.114  0.165  -0.540
C  -5.636  0.267  -0.510
C  -6.556  -0.765  -0.749
C  -7.914  -0.505  -0.867
C  -8.364  0.806  -0.799
C  -7.469  1.805  -0.661
C  -6.087  1.644  -0.356
H  -5.453  3.698  -0.657
H  -4.580  2.898  0.694
H  -3.498  0.073  0.353
H  -3.814  -0.765  -1.125
H  -6.178  -1.753  -1.003
H  -8.665  -1.295  -0.942
H  -9.381  1.112  -0.974
H  -7.896  2.776  -0.673

## Properties
Max |F| in eV/A: 5.22
Gap between HOMO and LUMO (alpha / beta) in eV: 6.6 / 6.7
<S²>: 8.7584
Total charge: +2
Energy in hartree: -2948.2958
Highest occupied orbital energy (alpha / beta) in eV: -12.365 / -12.366
2S+1: 6
Molecular weight in g/mol: 856.5

***

8.
The following is a quantum chemistry calculation of a molecular structure, C6H12GaO5, from the OMol25 dataset.

Atoms and positions in Å:
C  -0.116  -2.847  -0.312
C  0.855  -1.715  -0.082
O  0.887  -0.775  -0.862
O  1.732  -1.800  0.915
C  1.245  -2.236  2.241
Ga  -0.012  -0.941  3.231
H  0.368  -3.670  -0.825
H  -0.526  -3.226  0.615
H  -0.932  -2.451  -0.899
H  2.151  -2.423  2.808
H  0.760  -3.205  2.142
H  -1.397  -1.737  3.531
H  -0.360  0.361  2.360
H  0.624  -0.518  4.658
C  0.262  3.250  -2.210
C  -0.129  1.811  -1.953
O  -1.395  1.963  -1.294
C  -1.920  3.152  -1.635
O  -3.029  3.507  -1.402
O  -1.008  3.908  -2.303
H  0.822  3.389  -3.132
H  0.821  3.681  -1.378
H  -0.287  1.252  -2.878
H  0.585  1.273  -1.336

## Properties
Max |F| in eV/A: 0.84
Gap between HOMO and LUMO in eV: 8.0
Total charge: -1
Energy in hartree: -2536.8031
Highest occupied orbital energy in eV: -5.058
Molecular weight in g/mol: 233.9